1.
C2HFeO2 as an isolated structure. Source: OMol25; level of theory: the ωB97M-V functional and the def2-TZVPD basis.

Each line ends with the Mulliken spin population.
Cartesian coordinates (Å):
O1 2.46629 -0.78277 -0.32249  0.000
C1 1.63564 -0.01589 -0.20269  0.055
C2 -1.06121 -0.22782 0.24644  0.488
O2 -1.58635 0.74616 -0.33305  0.362
H1 -1.59458 -1.20120 0.15442  0.107
Fe1 0.14020 1.48151 0.45737  3.987

Output
Energy   -1490.06744 hartree
HOMO level (spin up / spin down)   -21.35 / -24.28 eV
<S²>   8.758
Net charge   +2
Multiplicity   6
Frontier orbital gap (spin up / spin down)   8.841 / 9.954 eV

***

2.
C2HI2O2 as an isolated structure. Source: OMol25; level of theory: the ωB97M-V functional and the def2-TZVPD basis.

Each line ends with the natural charge from an NBO analysis.
Cartesian coordinates (Å):
C1 1.02538 0.03128 1.34550  1.054
C2 -0.17927 0.20385 -0.91093  -0.833
O1 0.31251 0.70731 2.02495  -0.580
O2 1.79890 -0.76849 1.06532  -0.547
I1 -2.05520 1.45319 -0.79432  -0.135
I2 -0.83356 -1.90808 -0.61972  -0.116
H1 -0.06876 0.28094 -2.11079  0.156

Output
Energy   -822.70865 hartree
HOMO level   -3.72 eV
Net charge   -1
Frontier orbital gap   6.870 eV

***

3.
C2HIN2S in the gas phase. Source: OMol25; level of theory: the ωB97M-V functional and the def2-TZVPD basis.

Each line ends with the natural charge from an NBO analysis.
Cartesian coordinates (Å):
C1 1.17535 -0.56268 0.04986  0.133
C2 -1.05883 -0.16137 -0.06096  -0.038
N1 1.48875 0.62507 0.06638  -0.592
N2 -1.04728 1.07793 0.05452  -0.661
S1 0.41314 1.86036 0.02851  0.724
I1 -2.67156 -1.42974 0.03462  0.234
H1 1.70043 -1.40957 -0.17293  0.201

Output
Energy   -882.08343 hartree
HOMO level   -8.98 eV
Net charge   0
Frontier orbital gap   8.751 eV

***

4.
C2HLaO4 as an isolated structure. Source: OMol25; level of theory: the ωB97M-V functional and the def2-TZVPD basis.

Each line ends with the Mulliken spin population.
Cartesian coordinates (Å):
O1 0.18955 1.39389 0.35169  -0.011
O2 0.57591 -1.72160 -3.00755  0.000
O3 0.62440 0.14605 -0.19880  -0.005
O4 -0.24900 -2.74130 -2.46178  0.000
C1 0.55719 -0.67144 -2.38836  0.001
C2 -0.02800 -0.10428 -1.31888  -0.001
H1 -0.98215 0.40999 -1.48764  0.000
La1 -0.44141 1.34613 2.89325  1.015

Output
Energy   -408.65202 hartree
HOMO level (spin up / spin down)   -11.20 / -11.20 eV
<S²>   0.751
Net charge   +1
Multiplicity   2
Frontier orbital gap (spin up / spin down)   4.834 / 4.889 eV